{
  "formula": "C29H38N4O4",
  "method": "ωB97M-V/def2-TZVPD",
  "lumo_energy_ev": 0.57,
  "homo_energy_ev": -7.52,
  "charge": 0,
  "smiles": "CCOC(=O)N(C(C)=O)[C@H](/C=C/N1[C@H](Cc2ccccc2)C(=O)N(C)C1(C)C)c1ccc(N(C)C)cc1",
  "e_tot_ev": -44839.9224,
  "species": ["C", "C", "O", "C", "O", "N", "C", "C", "O", "C", "C", "C", "N", "C", "C", "C", "C", "C", "C", "C", "C", "C", "O", "N", "C", "C", "C", "C", "C", "C", "C", "C", "N", "C", "C", "C", "C", "H", "H", "H", "H", "H", "H", "H", "H", "H", "H", "H", "H", "H", "H", "H", "H", "H", "H", "H", "H", "H", "H", "H", "H", "H", "H", "H", "H", "H", "H", "H", "H", "H", "H", "H", "H", "H", "H"],
  "xyz": [[-3.424038, 1.235555, 2.926942], [-2.463406, 2.384024, 2.988038], [-1.479228, 2.258777, 1.849091], [-0.194791, 2.147741, 2.225382], [0.206899, 2.201476, 3.376122], [0.668641, 1.995866, 1.127282], [2.023780, 1.748619, 1.458270], [2.267121, 0.731695, 2.525308], [2.953240, 2.324909, 0.915867], [0.217071, 1.856980, -0.228448], [0.241435, 0.410196, -0.603410], [-0.494953, -0.477927, 0.108294], [-0.783927, -1.758741, -0.268420], [-1.470634, -2.671131, 0.643044], [-0.673295, -2.964833, 1.917987], [-1.403681, -3.913109, 2.845627], [-2.458719, -3.444935, 3.633769], [-3.203979, -4.340097, 4.408459], [-2.880256, -5.701187, 4.411009], [-1.799257, -6.162128, 3.650809], [-1.050390, -5.264666, 2.890877], [-1.702961, -3.902152, -0.235092], [-2.342238, -4.910799, 0.055645], [-1.068552, -3.672039, -1.424218], [-1.049604, -4.658912, -2.476480], [-0.412730, -2.376011, -1.555022], [1.103277, -2.566246, -1.690924], [-0.976634, -1.606314, -2.757408], [0.981272, 2.789112, -1.149105], [1.454569, 3.992157, -0.628622], [2.287952, 4.807506, -1.382263], [2.439265, 4.551973, -2.769149], [3.015966, 5.503752, -3.607749], [4.438717, 5.781409, -3.578778], [2.386263, 5.809809, -4.879326], [1.895623, 3.366055, -3.310859], [1.178127, 2.488470, -2.501229], [-4.399080, 1.569529, 3.292368], [-3.542334, 0.850611, 1.910180], [-3.090686, 0.426419, 3.584629], [-2.929289, 3.356592, 2.818964], [-1.882866, 2.380446, 3.914050], [1.519435, -0.068588, 2.483201], [3.261927, 0.320305, 2.351822], [2.192166, 1.213239, 3.511323], [-0.825428, 2.209982, -0.261466], [0.908866, 0.091715, -1.406627], [-0.890942, -0.182430, 1.088079], [-2.451407, -2.240466, 0.915606], [0.299300, -3.394483, 1.623643], [-0.480790, -2.010100, 2.433178], [-2.693978, -2.377970, 3.624772], [-4.037560, -3.968796, 5.006442], [-3.475857, -6.404680, 4.995008], [-1.538118, -7.221394, 3.644074], [-0.199447, -5.607974, 2.300043], [-1.391972, -5.615474, -2.074224], [-1.699467, -4.364513, -3.311738], [-0.032424, -4.768256, -2.868750], [1.463579, -3.227043, -0.891683], [1.327631, -3.015257, -2.666930], [1.642079, -1.619956, -1.617815], [-2.072675, -1.669276, -2.743476], [-0.693115, -0.551594, -2.707984], [-0.588921, -2.043217, -3.687555], [1.208897, 4.285197, 0.394114], [2.747338, 5.685530, -0.935996], [4.857198, 5.495332, -2.609632], [4.959882, 5.222771, -4.375946], [4.596143, 6.853555, -3.752865], [1.296957, 5.725586, -4.788241], [2.645259, 6.838743, -5.152416], [2.726376, 5.130843, -5.675828], [2.059194, 3.145531, -4.365382], [0.778147, 1.554713, -2.908234]],
  "forces_ev_per_a": [[-0.32, -0.34, 0.22], [1.19, 0.33, -0.95], [-0.53, -0.10, 1.20], [0.77, 0.06, -0.30], [-0.60, 0.08, -0.73], [-0.83, 0.79, 2.24], [1.63, 0.58, -0.05], [0.17, -0.37, 0.37], [-1.26, -0.92, 0.34], [-0.56, 0.51, -0.81], [-0.04, -0.80, -0.01], [0.67, 0.34, -0.80], [0.06, -0.49, 0.26], [-0.29, 0.30, -0.33], [0.21, -0.28, 0.19], [0.15, 0.03, 0.13], [-0.01, -0.43, -0.03], [0.20, 0.01, -0.10], [0.07, 0.13, -0.20], [-0.01, 0.22, 0.11], [-0.31, 0.10, 0.06], [-0.37, -0.55, -0.05], [0.77, 1.14, -0.31], [-0.27, -0.31, 0.50], [0.06, 0.04, -0.37], [0.07, 0.21, 0.26], [0.07, -0.20, 0.06], [-0.19, -0.07, 0.09], [-0.17, -0.08, -0.54], [0.62, 0.24, -0.21], [-0.61, -0.18, -0.76], [-0.47, -0.94, 0.43], [0.25, 0.92, -0.24], [-0.29, -0.12, 0.01], [0.09, -0.39, 0.33], [0.12, 0.59, 0.35], [0.12, 0.00, 0.52], [0.03, -0.13, -0.07], [-0.03, 0.14, 0.12], [-0.05, -0.01, -0.23], [0.02, -0.17, 0.06], [-0.17, 0.21, -0.24], [0.12, 0.14, 0.06], [-0.05, 0.05, 0.15], [0.24, -0.31, -0.41], [0.33, -0.15, 0.24], [-0.62, 0.25, 0.14], [-0.34, -0.08, -0.53], [0.20, -0.26, 0.00], [-0.25, 0.18, 0.14], [0.00, -0.24, -0.17], [-0.04, -0.29, 0.03], [0.23, -0.15, -0.14], [0.19, 0.22, -0.14], [-0.09, 0.30, 0.06], [-0.28, 0.01, 0.12], [0.04, 0.24, -0.01], [0.06, -0.10, 0.17], [-0.15, -0.08, 0.09], [-0.05, 0.13, -0.20], [0.07, 0.08, 0.26], [-0.09, -0.20, -0.07], [0.25, 0.02, -0.07], [-0.03, -0.25, -0.09], [-0.17, 0.16, 0.19], [0.28, -0.25, -0.27], [-0.20, 0.00, -0.19], [-0.04, 0.10, -0.18], [0.09, 0.06, 0.17], [0.15, -0.16, 0.08], [0.25, 0.04, -0.02], [-0.06, -0.14, -0.07], [-0.06, 0.13, -0.16], [-0.14, 0.07, 0.22], [0.19, 0.38, 0.05]]
}

***

{
  "formula": "C29H38N8OS2Tl",
  "method": "ωB97M-V/def2-TZVPD",
  "lumo_energy_ev": 2.53,
  "homo_energy_ev": -4.39,
  "charge": -1,
  "e_tot_ev": -71025.0843,
  "species": ["Tl", "N", "C", "C", "N", "C", "C", "N", "C", "C", "N", "H", "H", "H", "H", "H", "H", "H", "H", "H", "H", "H", "H", "H", "H", "H", "H", "H", "H", "C", "C", "N", "N", "C", "S", "S", "C", "C", "C", "C", "C", "C", "C", "C", "C", "C", "C", "C", "C", "O", "H", "H", "H", "H", "H", "H", "H", "H", "H", "H", "H", "H", "H", "H", "N", "C", "N", "C", "C", "C", "C", "C", "C", "H", "H", "H", "H", "H", "H"],
  "xyz": [[0.551623, 0.124769, -0.554820], [3.584577, -0.326974, 0.025728], [3.993701, -1.527784, 0.739682], [2.836923, -2.110140, 1.538223], [1.684258, -2.535226, 0.751980], [2.037780, -3.579558, -0.208990], [2.246671, -3.099417, -1.638729], [0.975467, -2.717326, -2.238190], [0.592987, -2.984404, 1.616450], [0.008062, -1.903930, 2.515387], [-0.572141, -0.817666, 1.741283], [4.379243, 0.149578, -0.380392], [3.112907, 0.313411, 0.667375], [4.801593, -1.348413, 1.465164], [4.380746, -2.261582, 0.025292], [2.511919, -1.333398, 2.231065], [3.224634, -2.956871, 2.137598], [1.237521, -4.326584, -0.225652], [2.942661, -4.110925, 0.124908], [2.760692, -3.909648, -2.180671], [2.901636, -2.226116, -1.641157], [0.273987, -3.445785, -2.149659], [1.081947, -2.479825, -3.215496], [0.918344, -3.833664, 2.248242], [-0.206856, -3.349180, 0.968840], [0.772527, -1.495404, 3.176779], [-0.732742, -2.388490, 3.162276], [-0.325055, 0.099625, 2.097321], [-1.577291, -0.875738, 1.662211], [-0.845205, 4.747194, 1.071103], [0.143147, 3.644301, 0.780810], [-0.040552, 2.847675, -0.197967], [-1.086881, 3.105965, -1.064019], [-2.173392, 2.446451, -0.883439], [-2.585449, 1.424912, 0.447940], [-3.360068, 2.673187, -2.227250], [-4.486279, 3.891492, -1.473158], [-5.465271, 3.352655, -0.468164], [-6.593679, 2.654695, -0.888311], [-7.496252, 2.143275, 0.030496], [-7.283152, 2.328711, 1.390648], [-6.163701, 3.026225, 1.818932], [-5.261655, 3.532451, 0.894467], [1.365375, 3.518271, 1.612021], [1.948086, 4.698629, 2.077296], [3.121952, 4.726002, 2.810510], [3.738086, 3.513042, 3.108922], [3.183026, 2.327498, 2.679758], [1.983462, 2.265755, 1.917861], [1.514900, 1.108792, 1.572986], [-1.848562, 4.318343, 1.077395], [-0.816224, 5.507050, 0.285652], [-0.657043, 5.213435, 2.034921], [-5.022847, 4.311810, -2.325682], [-3.878319, 4.686836, -1.041305], [-6.752855, 2.495312, -1.949201], [-8.365305, 1.595866, -0.313637], [-7.984156, 1.926536, 2.111666], [-5.980642, 3.163774, 2.877364], [-4.373857, 4.052302, 1.233426], [1.468866, 5.640308, 1.832740], [3.545020, 5.666461, 3.139119], [4.656207, 3.495790, 3.686891], [3.649029, 1.378854, 2.926342], [-2.917751, -1.565093, -0.626543], [-2.158455, -2.208116, -1.543245], [-2.016262, -3.492213, -1.327982], [-2.716594, -3.714631, -0.151956], [-2.887805, -4.883573, 0.589676], [-3.596755, -4.802983, 1.773115], [-4.137205, -3.586489, 2.223434], [-3.989217, -2.419040, 1.498469], [-3.272959, -2.508952, 0.307713], [-2.995987, -0.545365, -0.496293], [-1.698030, -1.672973, -2.359524], [-2.463825, -5.818522, 0.245389], [-3.737700, -5.693817, 2.372627], [-4.681769, -3.564950, 3.159060], [-4.403517, -1.477176, 1.835678]],
  "forces_ev_per_a": [[-0.08, 0.05, 0.05], [0.03, -0.03, -0.01], [0.02, 0.01, 0.01], [-0.01, 0.01, -0.01], [0.00, -0.03, -0.01], [0.01, 0.02, 0.02], [0.01, -0.02, 0.00], [0.02, -0.02, 0.00], [0.04, 0.01, 0.00], [0.00, 0.01, 0.00], [-0.03, 0.02, 0.00], [0.00, 0.02, 0.02], [-0.01, 0.00, -0.02], [0.01, 0.00, -0.01], [-0.01, -0.01, 0.00], [-0.01, 0.00, 0.00], [0.00, 0.00, 0.00], [0.00, 0.01, 0.00], [-0.01, -0.02, 0.00], [0.00, 0.01, -0.01], [-0.01, 0.01, 0.01], [0.00, 0.01, -0.01], [-0.01, 0.00, 0.00], [0.00, 0.00, 0.01], [-0.02, 0.00, -0.01], [0.00, -0.01, 0.01], [-0.01, -0.01, -0.02], [0.02, 0.00, -0.01], [0.00, -0.02, 0.02], [-0.01, -0.01, 0.01], [0.03, -0.01, 0.00], [-0.02, 0.01, -0.01], [0.02, 0.00, -0.01], [-0.02, -0.03, -0.01], [0.02, 0.04, 0.01], [0.01, 0.04, -0.01], [-0.01, -0.04, 0.02], [0.00, 0.01, 0.00], [0.02, -0.03, 0.00], [0.00, 0.00, 0.00], [0.00, 0.00, 0.00], [0.00, 0.00, 0.00], [-0.02, 0.03, -0.01], [0.00, 0.02, 0.00], [-0.01, -0.01, -0.01], [0.02, -0.01, 0.01], [-0.01, 0.02, 0.00], [-0.03, -0.01, 0.01], [0.00, -0.02, 0.02], [0.03, -0.02, -0.04], [0.01, 0.02, 0.01], [-0.01, -0.01, -0.01], [0.00, 0.00, 0.00], [0.00, 0.01, 0.00], [0.02, -0.01, 0.00], [0.00, 0.00, 0.00], [0.00, 0.00, 0.00], [0.00, 0.00, 0.00], [0.00, 0.00, 0.00], [-0.01, -0.01, 0.00], [0.00, 0.00, 0.00], [0.00, 0.00, 0.00], [0.00, 0.00, 0.00], [0.00, 0.00, 0.00], [-0.05, -0.06, 0.10], [0.09, -0.03, -0.07], [-0.04, -0.02, 0.03], [0.01, 0.01, 0.01], [0.00, 0.00, -0.01], [0.00, 0.01, 0.01], [0.00, -0.01, 0.00], [0.01, 0.00, -0.01], [0.01, -0.01, -0.04], [0.02, 0.06, -0.06], [-0.02, 0.01, -0.01], [0.00, 0.00, 0.00], [0.00, 0.00, 0.00], [0.00, 0.00, 0.00], [0.00, 0.00, 0.00]]
}

***

| no. | orbital gap (eV) |
| --- | --- |
| 1 | 8.099 |
| 2 | 6.921 |